6
Properties=species:S:1:pos:R:3 method="wB97M-V/def2-TZVPD" e_lumo_ev=-0.29 mol_weight_g_mol=83.1 multiplicity=1 energy_ev=-15447.394 orbital_gap_ev=8.643
C 0.62617 -0.47912 -0.35046
C -0.63393 -0.34915 -0.03877
C 0.25556 1.73320 0.84416
N 0.63277 0.81834 0.19002
S -2.14462 -0.61659 0.24988
H 1.26404 -1.10668 -0.89482